[1]
Entry from the Open Molecules 2025 dataset: a cluster of 7 separate species, C36H62N8O in total at a distorted geometry (wB97M-V/def2-TZVPD).

- Electronic energy: -52292.439 eV
- Kohn-Sham gap: 10.37 eV
- Lowest unoccupied orbital energy: 0.36 eV
- F_max: 12.47 eV Å⁻¹
- Structure (SMILES): CCC[C@H](C)[C@](C#N)(CC#N)C[C@@H](C)O.CCCC#N.CCCC#N.CCCC#N.CCCC#N.CCCC#N.CCCC#N

Geometry as ORCA input:
```
! RIJCOSX wB97M-V def2-TZVPD def2/J DEFGRID3
* xyz 0 1
C 5.34298 1.32380 0.82645
C 3.95704 1.35709 -0.06743
C 3.82939 0.15158 -1.17050
C 4.15466 -1.35714 -0.57083
C 4.59083 -2.27280 -1.88550
C 2.91242 -2.00721 0.29935
C 3.08848 -1.50179 1.84913
N 3.04191 -0.90697 3.01450
C 3.12470 -3.66571 0.33881
C 4.57339 -4.04308 1.03205
N 5.87068 -4.17857 1.21686
C 1.42638 -1.76686 -0.34888
C 0.57046 -0.53026 0.30082
C -0.32804 0.29377 -0.84444
O -0.45503 -1.15946 1.19406
H 5.48635 2.39498 1.27581
H 5.13940 0.55524 1.71080
H 6.24229 0.98666 0.13932
H 3.03940 1.45258 0.65441
H 4.00514 2.37354 -0.69175
H 2.80126 0.21044 -1.75657
H 4.66532 0.34496 -1.99926
H 5.10434 -1.37452 0.14846
H 3.70874 -2.37683 -2.67676
H 5.43369 -1.64457 -2.45096
H 5.08977 -3.29385 -1.60628
H 2.29450 -4.05053 1.10058
H 2.93295 -4.17585 -0.69662
H 0.79233 -2.76972 -0.23933
H 1.49861 -1.55028 -1.51539
H 1.20479 0.29017 0.84201
H -0.76798 1.22824 -0.25689
H -1.24277 -0.32327 -1.23562
H 0.37136 0.72603 -1.67758
H -1.20909 -1.53768 0.63028
C -4.62442 -2.02610 -2.55404
C -4.07390 -3.43754 -2.73134
C -2.80521 -3.68848 -1.91380
C -1.71382 -2.72491 -2.35088
N -0.80846 -1.92561 -2.71342
H -3.91603 -1.26885 -2.90476
H -5.54503 -1.90184 -3.13296
H -4.85324 -1.82354 -1.50140
H -3.87034 -3.60772 -3.79567
H -4.84189 -4.15892 -2.43098
H -2.45867 -4.71637 -2.06415
H -3.00225 -3.54943 -0.84530
C 0.69175 -2.05713 7.37264
C 1.05272 -1.72391 5.92858
C -0.15764 -1.29604 5.09619
C -1.17592 -2.42384 5.05348
N -2.02064 -3.35935 5.01803
H 0.00262 -2.90558 7.43162
H 1.59008 -2.32919 7.93576
H 0.22509 -1.19826 7.86864
H 1.52820 -2.59994 5.47067
H 1.79340 -0.91658 5.92460
H 0.15517 -1.05520 4.07472
H -0.62523 -0.40421 5.52731
C -0.34441 3.80673 -3.41053
C 0.60549 4.97701 -3.17641
C 2.00859 4.53057 -2.76059
C 1.93391 3.74836 -1.45936
N 1.87199 3.09949 -0.37995
H -0.49988 3.22334 -2.49744
H -1.32466 4.17167 -3.73309
H 0.04257 3.13649 -4.18672
H 0.17944 5.63087 -2.40559
H 0.67568 5.56740 -4.09670
H 2.65395 5.40384 -2.61860
H 2.45695 3.89940 -3.53548
C -4.14364 -2.57174 7.37743
C -5.26013 -3.13893 8.24830
C -5.66171 -2.19975 9.38741
C -4.46764 -1.95416 10.29545
N -3.47715 -1.75041 11.04870
H -3.22211 -2.42135 7.94875
H -3.91013 -3.26273 6.56127
H -4.43800 -1.61166 6.93809
H -4.93518 -4.10311 8.65813
H -6.13616 -3.33482 7.62012
H -6.47308 -2.64490 9.97289
H -6.01547 -1.24225 8.99004
C -7.33414 1.41628 -5.45335
C -8.01221 0.97807 -4.15919
C -7.38833 1.61437 -2.91548
C -5.92594 1.21272 -2.81200
N -4.71283 0.87957 -2.72613
H -6.28395 1.10897 -5.48364
H -7.83054 0.96017 -6.31571
H -7.37869 2.50520 -5.57045
H -7.95987 -0.11499 -4.08388
H -9.07327 1.24727 -4.20508
H -7.91747 1.27998 -2.01690
H -7.45972 2.70630 -2.96500
C 7.09654 5.11541 -5.47867
C 6.53665 4.39949 -4.25366
C 5.32296 3.52612 -4.57784
C 4.20529 4.38891 -5.14091
N 3.27814 5.10459 -5.60800
H 6.36673 5.80706 -5.91140
H 7.97819 5.70359 -5.20508
H 7.39204 4.39705 -6.25201
H 6.26558 5.14766 -3.49870
H 7.32270 3.77268 -3.81817
H 4.96813 3.02470 -3.67123
H 5.58780 2.75593 -5.31031
*
```

---

[2]
Entry from the Open Molecules 2025 dataset: the ion NO4S2 with charge +1 at a distorted geometry (wB97M-V/def2-TZVPD).

- Electronic energy: -31336.297 eV
- Kohn-Sham gap: 9.71 eV
- Lowest unoccupied orbital energy: -8.48 eV
- Energy relative to the best compared isomer or geometry (same formula, charge and spin): 3.3 kcal/mol
- F_max: 4.40 eV Å⁻¹
- Structure (SMILES): O=S(=O)=[N+]=S(=O)=O

Geometry as ORCA input:
```
! RIJCOSX wB97M-V def2-TZVPD def2/J DEFGRID3
* xyz 1 1
O 1.09255 -1.00232 -2.37598
S 0.32740 -0.76938 -1.23021
O -1.02711 -0.92334 -0.99109
N 0.92537 -0.13112 0.24488
S -0.14125 0.69465 1.18612
O -1.03783 1.63672 0.60252
O -0.13913 0.49480 2.56375
*
```

---

[3]
Entry from the Open Molecules 2025 dataset: a structure of composition C23H49N2O2P3W at a distorted geometry (wB97M-V/def2-TZVPD).

- Electronic energy: -61364.178 eV
- Kohn-Sham gap (spin up / spin down): 2.13 / 2.56 eV
- Lowest unoccupied orbital energy (spin up / spin down): -15.93 / -15.49 eV
- Energy relative to the best compared isomer or geometry (same formula, charge and spin): 104.9 kcal/mol
- F_max: 4.01 eV Å⁻¹

Geometry as ORCA input:
```
! RIJCOSX wB97M-V def2-TZVPD def2/J DEFGRID3
* xyz 4 3
W 1.33296 0.82505 -0.57861
P 1.26518 1.66165 1.65657
P -0.80721 1.45021 -1.25274
P 2.57295 2.54899 -1.65650
H -0.36813 -1.79303 -3.00852
C 0.62725 -1.48933 -2.65518
C 1.46629 -2.35680 -1.94880
H 1.05973 -3.21877 -1.36940
C 0.14676 0.67556 2.71052
C 0.69705 3.37035 2.05493
C 2.81676 1.64102 2.61138
C -1.27000 0.91413 -2.91924
C -2.10712 0.77543 -0.16612
C -1.28824 3.21852 -1.29119
C 4.38156 2.34603 -1.60980
C 2.39062 4.30694 -1.13486
C 2.20893 2.63552 -3.45442
H 1.13013 -0.72114 -3.25517
H 2.50318 -2.51777 -2.31724
H -0.21751 -0.24825 2.24595
H -0.71887 1.30187 2.96750
H 0.69569 0.41507 3.62655
H -0.39586 3.39757 2.15803
H 1.00217 4.09758 1.29342
H 1.14564 3.66545 3.01654
H 3.10906 0.61287 2.86664
H 2.62375 2.21452 3.53221
H 3.62372 2.11860 2.04067
H -2.26853 1.31014 -3.15083
H -1.29380 -0.17741 -2.96477
H -0.54583 1.27116 -3.66251
H -3.01803 0.61914 -0.76445
H -2.32341 1.49198 0.63699
H -1.81936 -0.17473 0.30213
H -2.30751 3.28239 -1.70448
H -0.61500 3.81100 -1.92259
H -1.28582 3.63988 -0.27801
H 4.84239 3.30880 -1.87974
H 4.70533 1.57021 -2.31610
H 4.69929 2.05515 -0.60027
H 3.09883 4.93722 -1.69864
H 2.61769 4.41885 -0.06702
H 1.37177 4.67526 -1.31535
H 2.93740 3.32838 -3.90026
H 1.18953 2.99701 -3.64925
H 2.32433 1.64451 -3.91355
C 3.23120 -1.76517 1.91479
C 1.89874 -2.15833 1.35272
C 1.45588 -1.12799 0.33231
C 2.51507 -0.94422 -0.73130
C 3.86531 -0.80191 -0.23232
C 4.22117 -1.25130 1.00143
O 3.37096 -1.82634 3.14299
H 1.28756 -2.35997 2.25123
H 1.93820 -3.12082 0.81333
H 0.44851 -1.39905 -0.01394
H 2.28225 -0.23767 -1.66317
H 4.62417 -0.38487 -0.89863
H 5.23473 -1.11676 1.41059
C -3.21908 -2.75854 3.54466
N -3.68318 -2.64113 2.18555
C -5.05567 -2.99032 1.88522
C -5.42707 -2.32793 0.57167
C -4.51391 -2.78204 -0.53842
N -3.13642 -2.75599 -0.09436
C -2.11025 -2.84172 -1.09970
C -2.71878 -2.58576 1.20989
O -1.52829 -2.32360 1.49284
H -2.68457 -3.70579 3.71539
H -4.08796 -2.70904 4.20833
H -2.53404 -1.93376 3.76592
H -5.19073 -4.08914 1.80115
H -5.67605 -2.61562 2.71167
H -5.34796 -1.23908 0.68126
H -6.46520 -2.56231 0.32188
H -4.62166 -2.12180 -1.41086
H -4.77340 -3.80549 -0.85966
H -1.20236 -3.27250 -0.66200
H -2.46742 -3.46124 -1.93337
H -1.86549 -1.83956 -1.49149
*
```

---

[4]
Entry from the Open Molecules 2025 dataset: a cluster of 2 separate species, C21H32N3O5S in total at a distorted geometry (wB97M-V/def2-TZVPD).

- Electronic energy: -47843.916 eV
- Kohn-Sham gap: 7.72 eV
- Lowest unoccupied orbital energy: 2.71 eV
- F_max: 1.37 eV Å⁻¹

Geometry as ORCA input:
```
! RIJCOSX wB97M-V def2-TZVPD def2/J DEFGRID3
* xyz -1 1
O -5.78676 -3.63319 -1.66156
O -0.61895 -0.42616 -0.63514
O 3.04993 0.64531 0.51999
O -1.77543 -3.78433 -3.68422
O -2.32561 0.87649 -1.11472
S 0.22027 3.03504 -0.69091
C -5.65793 -2.50007 -2.10778
C -1.83992 -0.16690 -0.62536
C 2.31421 1.62399 0.54245
C -2.76563 -3.74813 -2.95594
C 1.36131 2.44428 4.00253
C 3.14858 0.92921 3.45292
C 1.41874 2.03288 5.33736
C 3.20781 0.51294 4.78684
C 2.19967 1.87948 3.03730
C 2.33101 1.04928 5.73653
N 1.98814 2.28783 1.71403
N -3.55728 -4.81445 -2.80084
N -4.49322 -1.92154 -2.39570
C -6.88334 -1.65502 -2.35504
C 2.36003 0.55666 7.15747
C -3.31404 -6.12350 -3.39698
C 4.55181 1.83372 -2.36572
C 5.28399 4.10407 -1.60282
C -2.80167 -1.18418 0.00733
C 1.90663 2.27646 -0.78513
C 2.90849 3.38411 -1.17885
C 4.37735 2.91147 -1.28729
C -2.77321 -2.53965 -0.71672
C -3.12165 -2.44517 -2.21482
H -0.56724 1.91768 -0.80723
H 0.62282 3.18227 3.70741
H 3.83514 0.47623 2.74723
H 0.73022 2.46561 6.05594
H 3.92853 -0.24633 5.07383
H 1.26923 2.98939 1.56664
H -4.38132 -4.68463 -2.22142
H -4.53617 -0.96082 -2.69864
H -7.76774 -2.22329 -2.07281
H -6.93081 -1.39542 -3.41026
H -6.81852 -0.75114 -1.75140
H 1.59790 1.05752 7.76226
H 2.16876 -0.52027 7.18408
H 3.33960 0.75111 7.60443
H -4.12947 -6.80357 -3.14950
H -3.23668 -6.02066 -4.48057
H -2.37404 -6.52367 -3.01305
H 4.17075 2.18473 -3.32939
H 5.60905 1.57831 -2.48156
H 4.01778 0.91957 -2.09225
H 6.33049 3.78713 -1.64217
H 5.01782 4.54864 -2.56691
H 5.18697 4.87013 -0.82761
H -3.82248 -0.79310 0.00113
H -2.52275 -1.34374 1.05158
H 1.88140 1.49320 -1.54860
H 2.85100 4.18443 -0.43406
H 2.59586 3.80869 -2.13834
H 4.70168 2.49882 -0.32693
H -1.77248 -2.96246 -0.61757
H -3.46786 -3.21962 -0.22211
H -2.44074 -1.70561 -2.64132
*
```

---

[5]
Entry from the Open Molecules 2025 dataset: a structure of composition C17H16NO8PdS3 at a distorted geometry (wB97M-V/def2-TZVPD).

- Electronic energy: -71745.784 eV
- Kohn-Sham gap (spin up / spin down): 7.89 / 6.78 eV
- Lowest unoccupied orbital energy (spin up / spin down): 2.59 / 1.52 eV
- Energy relative to the best compared isomer or geometry (same formula, charge and spin): 23.1 kcal/mol
- F_max: 2.34 eV Å⁻¹

Geometry as ORCA input:
```
! RIJCOSX wB97M-V def2-TZVPD def2/J DEFGRID3
* xyz -1 3
Pd 0.10784 1.33422 -0.84499
S 2.54320 0.90480 0.03418
C 2.09508 -0.50093 -0.79956
N 1.03050 -0.50116 -1.55365
C 0.68654 -1.74469 -2.02706
C -0.44593 -2.04576 -2.77824
C -0.65658 -3.35787 -3.15523
C 0.24743 -4.36248 -2.80522
C 1.38177 -4.07255 -2.06493
C 1.59217 -2.75847 -1.67462
S 2.86804 -2.08106 -0.68805
H -1.13765 -1.24638 -3.00709
H -1.54161 -3.61604 -3.72252
H 0.05534 -5.38460 -3.10666
H 2.07969 -4.84956 -1.77965
O -3.39350 -0.85459 0.62922
C -2.22387 -0.47735 0.68494
O -1.55027 -0.11254 -0.34732
C -1.52503 -0.66097 2.04130
C -1.98045 -1.70660 2.83314
C -1.40421 -2.01679 4.06699
C -0.36360 -1.22378 4.47684
O 0.36837 -1.28608 5.64517
C 1.33284 -0.24547 5.55295
O 1.09323 0.49336 4.37186
C 0.07774 -0.16063 3.70870
C -0.47729 0.14918 2.49366
H -2.81403 -2.28644 2.46112
H -1.76546 -2.83791 4.67178
H 2.33962 -0.68061 5.52010
H 1.24497 0.41159 6.42458
H -0.14842 1.01921 1.95772
C -2.28901 4.83806 -0.88448
S -1.08759 3.51800 -1.01523
O -0.84036 3.06953 0.36178
O 0.11186 4.10369 -1.62247
O -1.69579 2.49130 -1.86008
H -1.95913 5.51834 -0.10382
H -3.23573 4.37150 -0.62264
H -2.34976 5.33767 -1.84719
C 2.60312 2.13065 -3.36587
O 1.20930 2.06037 -3.13079
H 3.15557 2.42537 -2.47090
H 2.82828 2.83140 -4.17774
H 2.93478 1.13721 -3.66727
H 0.89806 2.92582 -2.81277
*
```